Record 1
{"formula": "C23H20N6O3Ru", "method": "ωB97M-V with the def2-TZVPD basis set", "e_tot_ha": -1537.43838, "charge": 1, "gap_ev": [6.709, 6.371], "de_lowest_kj_mol": 0.0, "largest_force_ev_per_a": 0.337, "spin_multiplicity": 2, "symbols": ["Ru", "O", "C", "N", "C", "C", "C", "C", "C", "C", "N", "C", "O", "C", "C", "C", "C", "C", "N", "C", "C", "C", "C", "C", "N", "H", "H", "H", "H", "H", "H", "H", "H", "H", "H", "H", "H", "N", "C", "N", "C", "C", "O", "C", "C", "H", "H", "H", "H", "H", "H", "H", "H"], "xyz": [[-0.156921, -0.257473, 0.187680], [2.237405, 2.930339, 0.799590], [1.452233, 2.099050, 0.410237], [1.150687, 0.889960, 0.997125], [1.575106, 0.454916, 2.269005], [2.298444, 1.210887, 3.191562], [2.611227, 0.658365, 4.421318], [2.224648, -0.640537, 4.734591], [1.516233, -1.411216, 3.828179], [1.180374, -0.869975, 2.585306], [0.466311, -1.517024, 1.566961], [-0.115958, -2.744796, 1.646006], [-0.039716, -3.554442, 2.548458], [-0.953676, -3.036901, 0.418952], [-1.458655, -4.305761, 0.212777], [-2.203418, -4.554038, -0.927711], [-2.424307, -3.520892, -1.825208], [-1.892907, -2.275920, -1.548208], [-1.174052, -2.029464, -0.448490], [0.619548, 2.333516, -0.830988], [0.791207, 3.486883, -1.568886], [-0.007160, 3.692322, -2.682818], [-0.953166, 2.736996, -3.015609], [-1.061567, 1.603762, -2.229776], [-0.291666, 1.397560, -1.159012], [2.614160, 2.209455, 2.936490], [3.172862, 1.244180, 5.136822], [2.487292, -1.064774, 5.695033], [1.231032, -2.424693, 4.059981], [-1.249033, -5.065218, 0.953066], [-2.604682, -5.540457, -1.118154], [-2.998758, -3.671411, -2.727858], [-2.045444, -1.441301, -2.218155], [1.543819, 4.194247, -1.249594], [0.104175, 4.586461, -3.281192], [-1.602255, 2.860267, -3.870562], [-1.789823, 0.836545, -2.452588], [-1.550473, 0.245429, 1.462839], [-1.735403, 0.437510, 2.597372], [-1.985829, 0.630328, 3.845064], [-2.130114, -0.524780, 4.763876], [-3.172293, -0.167665, 5.805862], [-2.827632, 1.040443, 6.455146], [-2.824596, 2.129247, 5.555346], [-1.758389, 1.939537, 4.491670], [-1.160367, -0.708124, 5.231951], [-2.413131, -1.399472, 4.181777], [-3.213497, -0.941846, 6.569009], [-4.160197, -0.078272, 5.337602], [-2.614155, 3.025468, 6.135319], [-3.809013, 2.235628, 5.083125], [-0.763948, 1.928699, 4.943099], [-1.806236, 2.718981, 3.733360]], "forces_ev_per_angstrom": [[-0.209, -0.261, 0.040], [0.061, 0.038, -0.009], [-0.075, -0.070, 0.146], [0.165, 0.207, 0.123], [-0.017, -0.057, -0.034], [0.003, -0.008, -0.005], [0.009, 0.027, -0.013], [-0.021, -0.035, 0.020], [0.001, -0.003, -0.021], [0.049, 0.056, 0.030], [-0.020, 0.012, -0.032], [0.061, 0.056, 0.074], [-0.003, -0.044, -0.004], [-0.027, -0.013, -0.057], [0.017, -0.012, 0.073], [-0.021, -0.017, -0.021], [0.002, -0.002, 0.003], [-0.010, 0.023, 0.031], [0.034, -0.008, -0.101], [0.001, 0.009, -0.062], [0.038, 0.019, 0.020], [-0.002, 0.018, -0.012], [-0.008, -0.012, 0.003], [0.007, -0.013, 0.003], [-0.038, 0.001, -0.032], [-0.006, 0.017, -0.012], [-0.004, -0.011, -0.001], [0.002, 0.008, -0.008], [-0.005, -0.016, 0.004], [0.000, 0.000, -0.011], [0.004, 0.006, 0.007], [0.002, 0.009, 0.003], [0.002, 0.001, -0.016], [-0.007, -0.005, -0.003], [0.003, -0.003, 0.005], [0.001, -0.005, 0.003], [-0.012, -0.006, -0.005], [-0.116, 0.140, -0.148], [0.144, 0.008, 0.108], [-0.044, -0.099, -0.050], [0.076, 0.044, -0.033], [0.001, 0.022, 0.007], [-0.021, -0.012, 0.005], [-0.005, -0.010, -0.009], [0.012, 0.004, -0.016], [0.001, 0.012, 0.002], [-0.036, -0.021, 0.004], [0.002, -0.006, 0.003], [-0.005, 0.004, 0.001], [0.005, 0.001, -0.001], [-0.011, -0.002, 0.007], [0.017, 0.001, -0.011], [0.002, 0.007, 0.003]], "lowdin_charge": [1.324, 0.111, -0.422, -0.059, -0.202, -0.010, -0.075, -0.074, -0.017, -0.212, -0.052, -0.448, 0.084, -0.173, 0.024, -0.018, -0.031, -0.102, -0.037, -0.173, 0.026, -0.017, -0.029, -0.102, -0.035, 0.104, 0.109, 0.110, 0.103, 0.130, 0.123, 0.117, 0.098, 0.131, 0.123, 0.118, 0.101, 0.087, -0.172, -0.042, -0.073, -0.175, -0.109, -0.179, -0.077, 0.133, 0.139, 0.138, 0.134, 0.138, 0.134, 0.137, 0.139]}

---

Record 2
{"formula": "C23H21BF2FeN3O2", "method": "ωB97M-V with the def2-TZVPD basis set", "e_tot_ha": -2692.22017, "gap_ev": [7.031, 7.851], "largest_force_ev_per_a": 1.102, "spin_multiplicity": 2, "symbols": ["Fe", "C", "C", "C", "C", "C", "C", "C", "C", "N", "C", "O", "C", "C", "C", "C", "C", "N", "C", "O", "N", "C", "C", "C", "C", "C", "C", "C", "C", "H", "H", "H", "H", "H", "H", "H", "H", "H", "H", "H", "H", "H", "H", "H", "H", "H", "H", "H", "H", "H", "F", "B", "F"], "xyz": [[-0.280135, -0.237126, 0.044439], [1.120180, -0.201500, -3.845132], [2.156390, -0.782846, -2.924971], [3.506203, -0.712492, -3.250917], [4.472608, -1.244299, -2.414392], [4.089574, -1.889063, -1.249365], [2.748204, -1.987535, -0.897319], [2.348298, -2.819059, 0.293301], [1.788210, -1.396183, -1.724897], [0.418022, -1.372708, -1.317039], [-0.458446, -2.178441, -1.965704], [-0.233294, -3.037051, -2.798560], [-1.865813, -1.882316, -1.504101], [-3.039480, -2.268618, -2.118120], [-4.236934, -1.796988, -1.588818], [-4.238538, -0.938647, -0.493136], [-3.020076, -0.585413, 0.049207], [-1.892739, -1.085673, -0.442353], [-2.763424, 0.455589, 1.113103], [-3.650223, 0.869862, 1.835333], [-1.461212, 0.829060, 1.062455], [-0.969815, 1.819704, 1.970015], [-0.862243, 1.539666, 3.337045], [-1.318852, 0.221214, 3.892300], [-0.299553, 2.502784, 4.167995], [0.144561, 3.712619, 3.660545], [0.026290, 3.975651, 2.304864], [-0.531807, 3.038816, 1.443227], [-0.697324, 3.350508, -0.018787], [1.583298, 0.451368, -4.583440], [0.375266, 0.374682, -3.292269], [0.588779, -0.996358, -4.372505], [3.797918, -0.225031, -4.173729], [5.520226, -1.168065, -2.675012], [4.836814, -2.345775, -0.611472], [3.222879, -3.115556, 0.870568], [1.825588, -3.721047, -0.033697], [1.654941, -2.314986, 0.966838], [-2.991461, -2.911897, -2.985031], [-5.174780, -2.080880, -2.048180], [-5.143423, -0.526703, -0.069820], [-0.923260, -0.611235, 3.303788], [-2.406734, 0.146344, 3.861555], [-0.988635, 0.102334, 4.922922], [-0.207992, 2.292653, 5.226830], [0.585408, 4.448942, 4.319839], [0.362759, 4.924682, 1.905185], [-0.293177, 4.335488, -0.247498], [-1.751307, 3.334017, -0.303187], [-0.188801, 2.625706, -0.657991], [1.927830, -0.013914, 2.408980], [1.235220, 0.127586, 1.323822], [1.554009, 0.968130, 0.323285]], "forces_ev_per_angstrom": [[0.418, 0.542, -0.546], [-0.008, -0.013, 0.028], [0.028, 0.145, 0.044], [-0.002, 0.023, -0.025], [-0.016, -0.016, 0.026], [0.000, 0.007, -0.046], [-0.030, -0.159, 0.009], [-0.070, 0.003, 0.019], [-0.047, -0.109, -0.011], [0.655, -0.065, -0.017], [0.022, -0.248, 0.167], [-0.022, 0.147, -0.134], [-0.004, -0.064, -0.011], [-0.011, -0.084, 0.075], [-0.001, -0.019, 0.014], [0.010, -0.051, 0.046], [-0.086, -0.028, 0.015], [-0.401, -0.236, 0.069], [-0.093, 0.005, -0.011], [-0.011, 0.064, -0.073], [0.388, 0.475, 0.583], [-0.203, -0.052, 0.052], [0.051, -0.035, 0.020], [-0.025, -0.001, -0.031], [0.003, 0.009, -0.005], [-0.005, -0.032, -0.012], [0.004, -0.015, -0.001], [-0.054, 0.110, 0.000], [-0.022, -0.028, -0.024], [-0.005, -0.005, -0.007], [0.014, 0.019, -0.008], [-0.008, -0.003, 0.003], [0.003, 0.001, 0.003], [0.000, -0.010, -0.007], [0.000, 0.012, 0.009], [0.007, -0.013, -0.021], [0.046, -0.015, -0.036], [-0.017, 0.074, 0.015], [-0.020, 0.003, -0.005], [0.001, -0.001, 0.000], [-0.012, 0.001, -0.024], [0.007, 0.001, 0.016], [0.002, 0.010, 0.013], [0.006, -0.003, -0.001], [0.005, 0.000, 0.000], [-0.009, 0.005, 0.003], [0.010, -0.004, -0.002], [-0.015, 0.007, 0.005], [0.000, 0.008, 0.009], [0.032, -0.010, 0.018], [0.106, 0.115, 0.009], [-0.832, -0.697, -0.191], [0.209, 0.233, -0.018]], "lowdin_charge": [0.722, -0.032, -0.201, -0.047, -0.080, -0.049, -0.211, -0.030, -0.196, 0.002, -0.461, 0.088, -0.133, 0.032, -0.013, 0.032, -0.132, 0.068, -0.451, 0.089, -0.005, -0.216, -0.213, -0.025, -0.041, -0.074, -0.044, -0.213, -0.031, 0.077, 0.074, 0.084, 0.108, 0.101, 0.108, 0.083, 0.094, 0.043, 0.127, 0.116, 0.127, 0.078, 0.081, 0.082, 0.110, 0.102, 0.109, 0.079, 0.088, 0.062, 0.280, -0.557, 0.208]}

---

Record 3
{"formula": "C23H21BrCaN3O3", "method": "ωB97M-V with the def2-TZVPD basis set", "e_tot_ha": -4530.64138, "charge": 1, "gap_ev": 8.933, "de_lowest_kj_mol": 43.2, "largest_force_ev_per_a": 2.299, "symbols": ["Ca", "O", "C", "O", "C", "C", "C", "C", "C", "C", "C", "C", "C", "N", "H", "H", "H", "H", "H", "H", "O", "C", "C", "C", "C", "C", "C", "C", "C", "N", "H", "H", "H", "H", "H", "H", "H", "H", "H", "H", "H", "Br", "C", "C", "C", "C", "N", "C", "H", "H", "H", "H"], "xyz": [[-0.329849, -0.798605, -0.530744], [-2.816969, 1.483311, -2.776901], [-1.940290, 0.983814, -2.114507], [-1.693960, -0.285534, -1.938083], [-0.982890, 1.942302, -1.372855], [-1.129157, 3.322906, -1.604743], [-0.303582, 4.184213, -0.955023], [0.678340, 3.691595, -0.065300], [1.561787, 4.547766, 0.634254], [2.496246, 4.033111, 1.482109], [2.587754, 2.631432, 1.664794], [1.745418, 1.789367, 1.000130], [0.766680, 2.304091, 0.116986], [-0.076805, 1.435178, -0.543115], [-1.898470, 3.644044, -2.291361], [-0.387579, 5.254765, -1.108970], [1.481180, 5.618464, 0.482541], [3.169606, 4.692478, 2.014288], [3.336230, 2.229933, 2.335791], [1.820897, 0.715181, 1.136397], [1.137620, -2.034997, 0.681111], [0.388132, -3.048945, 1.430021], [0.123725, -2.604587, 2.852868], [-0.583753, -1.248302, 2.992538], [-1.992025, -1.220071, 2.447251], [-3.078673, -1.382649, 3.288609], [-4.360704, -1.340003, 2.762646], [-4.524595, -1.135384, 1.405136], [-3.397648, -0.988557, 0.624230], [-2.145957, -1.028636, 1.120317], [1.973129, -1.881537, 1.136690], [0.936939, -3.983963, 1.403313], [-0.545349, -3.202740, 0.888838], [1.075386, -2.562810, 3.389043], [-0.466743, -3.384399, 3.339343], [0.007536, -0.465841, 2.509945], [-0.614045, -0.982288, 4.047361], [-2.916503, -1.528881, 4.350302], [-5.220799, -1.457775, 3.409703], [-5.504010, -1.084260, 0.950223], [-3.477818, -0.829526, -0.443900], [5.160007, -2.295059, -2.976662], [3.386692, -1.786343, -3.309437], [2.947310, -1.515051, -4.591585], [1.624055, -1.149117, -4.762019], [0.798937, -1.061611, -3.659093], [1.225638, -1.320598, -2.410222], [2.506566, -1.683517, -2.254260], [3.622602, -1.591268, -5.433037], [1.229521, -0.931282, -5.744772], [-0.241020, -0.781635, -3.759686], [2.841257, -1.908180, -1.250508]], "forces_ev_per_angstrom": [[0.884, -1.402, 0.769], [-0.194, -0.008, -0.140], [0.277, -0.519, 0.158], [-1.341, 1.342, -1.300], [0.112, -0.107, 0.153], [-0.031, -0.066, -0.026], [0.019, 0.194, 0.003], [-0.037, 0.243, -0.059], [0.007, 0.047, 0.006], [0.044, -0.128, 0.048], [0.055, 0.167, 0.031], [-0.085, -0.056, -0.072], [-0.175, -0.421, -0.099], [0.003, 1.555, -0.192], [0.011, -0.016, 0.012], [0.018, -0.044, 0.016], [-0.002, -0.061, 0.003], [-0.009, -0.055, -0.005], [-0.009, 0.014, -0.007], [-0.007, 0.011, -0.003], [0.189, -0.747, 0.767], [0.149, 0.346, 0.007], [-0.008, 0.026, 0.058], [-0.082, -0.025, -0.097], [0.144, 0.063, -0.269], [-0.078, -0.026, 0.101], [-0.042, -0.020, 0.129], [-0.090, -0.004, 0.029], [0.363, -0.002, -0.044], [-0.339, -0.150, 0.360], [0.024, -0.070, -0.023], [0.107, -0.122, -0.021], [-0.016, 0.066, -0.115], [0.019, 0.013, 0.038], [-0.008, -0.014, 0.013], [-0.006, 0.023, -0.054], [0.001, -0.027, 0.060], [-0.029, 0.012, -0.071], [0.026, 0.001, -0.009], [0.023, -0.009, 0.023], [0.025, 0.013, -0.025], [0.162, -0.045, 0.017], [0.057, -0.009, -0.071], [0.002, 0.018, -0.127], [0.054, 0.001, -0.152], [-0.027, -0.043, 0.357], [0.274, -0.055, -0.372], [-0.400, 0.095, 0.115], [-0.004, -0.001, 0.007], [0.018, -0.008, 0.010], [-0.025, 0.010, 0.042], [-0.022, 0.005, 0.020]], "lowdin_charge": [1.423, 0.094, -0.599, -0.289, -0.158, 0.025, 0.029, -0.147, -0.015, -0.056, -0.058, -0.027, -0.200, 0.017, 0.127, 0.130, 0.124, 0.113, 0.111, 0.090, -0.234, -0.199, -0.154, -0.126, -0.274, -0.006, -0.032, -0.034, -0.101, 0.011, 0.109, 0.130, 0.117, 0.124, 0.132, 0.100, 0.123, 0.124, 0.120, 0.118, 0.107, 0.800, -0.682, -0.083, -0.029, -0.112, -0.025, -0.188, 0.117, 0.120, 0.106, 0.089]}